# 1
An isolated ion of composition C8H19N5O and charge +2 at a distorted geometry, computed with the ωB97M-V functional and the def2-TZVPD basis.

## Properties
⟨S²⟩ ... 2.007
Multiplicity ... 3
Energy ... -18080.28422 eV
Frontier orbital gap (spin up / spin down) ... 6.73 / 5.94 eV
F_max ... 0.103 Eh/bohr
Net charge ... +2

Structure (XYZ):
```
33
Properties=species:S:1:pos:R:3:lowdin_charge:R:1
C 0.867 -2.625 -0.315 -0.26
C 1.902 0.310 0.282 -0.39
C -1.626 -0.589 1.245 -0.12
C -0.896 0.388 -0.995 -0.12
C -3.067 -0.095 0.968 -0.11
C -2.341 0.951 -1.128 -0.07
C -0.611 0.239 0.498 -0.30
C 4.036 0.178 -0.926 0.03
N 0.870 -1.775 0.793 0.06
N 2.782 -0.340 -0.472 0.16
N 0.751 -0.359 0.672 0.00
N 2.057 1.591 0.693 0.21
N -3.221 -0.154 -0.528 0.07
O 0.988 -2.155 -1.423 0.05
H 0.759 -3.605 0.126 0.15
H -1.367 -0.450 2.437 0.20
H -1.485 -1.689 0.907 0.14
H -0.833 -0.549 -1.721 0.16
H -0.128 1.119 -1.305 0.13
H -3.865 -0.715 1.462 0.16
H -3.279 0.868 1.338 0.12
H -2.401 1.882 -0.494 0.16
H -2.485 0.934 -2.243 0.16
H -0.634 1.175 0.967 0.13
H 3.966 0.583 -1.954 0.14
H 4.396 0.983 -0.240 0.11
H 4.768 -0.731 -0.802 0.17
H 0.852 -2.324 1.633 0.15
H 2.547 -1.257 -0.678 0.09
H 2.904 2.067 0.440 0.11
H 1.754 1.848 1.589 0.11
H -2.924 -1.112 -0.834 0.20
H -4.180 0.060 -0.754 0.18
```

=====

# 2
C24H22BIrN9 as an isolated structure at a distorted geometry, computed with the ωB97M-V functional and the def2-TZVPD basis.

## Properties
⟨S²⟩ ... 0.776
Multiplicity ... 2
Energy ... -42157.99705 eV
Relative energy (zero: lowest compared OMol25 entry of this formula, charge and spin) ... 18.20 kcal per mole
Frontier orbital gap (spin up / spin down) ... 6.48 / 4.92 eV
F_max ... 0.020 Eh/bohr
Net charge ... +2

Structure (XYZ):
```
57
Properties=species:S:1:pos:R:3:lowdin_charge:R:1
Ir -0.333 -0.117 0.586 1.46
C 1.471 3.680 1.192 0.00
C 0.501 2.725 1.458 -0.11
N 0.768 1.615 0.753 -0.14
N 1.886 1.840 0.041 0.03
C 2.329 3.080 0.283 0.00
B 2.371 0.669 -0.840 -0.62
N 2.483 -0.579 0.098 0.03
C 3.562 -1.357 0.249 -0.01
C 3.260 -2.370 1.139 0.00
C 1.938 -2.150 1.488 -0.11
N 1.465 -1.068 0.858 -0.12
N 1.184 0.368 -1.842 0.07
C 1.057 0.437 -3.174 -0.01
C -0.185 -0.046 -3.547 0.00
C -0.803 -0.395 -2.359 -0.09
N 0.027 -0.126 -1.343 -0.13
N 3.687 0.944 -1.476 -0.03
C 4.249 0.612 -2.676 -0.07
C 5.568 0.961 -2.634 -0.03
C 5.747 1.501 -1.344 -0.12
N 4.629 1.481 -0.648 0.07
H 1.555 4.666 1.614 0.12
H -0.341 2.766 2.133 0.12
H 3.233 3.436 -0.177 0.13
H 4.482 -1.124 -0.261 0.14
H 3.911 -3.145 1.501 0.12
H 1.345 -2.701 2.196 0.11
H 1.849 0.834 -3.783 0.13
H -0.576 -0.143 -4.544 0.12
H -1.766 -0.847 -2.179 0.12
H 3.702 0.118 -3.458 0.11
H 6.300 0.850 -3.413 0.11
H 6.648 1.896 -0.901 0.12
N -1.998 1.101 0.219 -0.01
C -3.136 0.950 1.109 -0.23
C -3.684 2.051 1.734 0.00
C -4.844 1.899 2.484 -0.02
C -5.456 0.656 2.574 -0.02
C -4.893 -0.443 1.948 0.01
C -3.707 -0.318 1.218 -0.13
C -3.045 -1.523 0.706 -0.16
C -3.808 -2.559 0.169 -0.01
C -3.255 -3.814 0.010 0.02
C -1.939 -4.080 0.441 -0.01
C -1.167 -3.063 0.942 -0.07
C -1.635 -1.729 0.903 -0.13
H -1.668 2.065 0.260 0.10
H -2.314 0.971 -0.743 0.12
H -3.234 3.031 1.617 0.13
H -5.278 2.756 2.979 0.13
H -6.366 0.540 3.146 0.13
H -5.346 -1.418 2.064 0.13
H -4.850 -2.387 -0.067 0.14
H -3.860 -4.620 -0.386 0.13
H -1.541 -5.084 0.381 0.13
H -0.179 -3.293 1.302 0.07
```

=====

# 3
A 22-piece molecular cluster, C22H88O22 overall at a distorted geometry, computed with the ωB97M-V functional and the def2-TZVPD basis.

## Properties
Energy ... -69277.43813 eV
Relative energy (zero: lowest compared OMol25 entry of this formula, charge and spin) ... 2.96 kcal per mole
Frontier orbital gap ... 10.07 eV
F_max ... 0.058 Eh/bohr

Structure (XYZ):
```
132
Properties=species:S:1:pos:R:3:lowdin_charge:R:1
C 10.391 9.683 11.718 -0.14
O 10.835 10.999 11.382 -0.16
H 11.036 8.880 11.430 0.05
H 9.961 9.743 12.734 0.09
H 9.604 9.480 11.004 0.06
H 11.442 11.307 12.109 0.05
C 17.308 10.145 6.554 -0.14
O 17.292 11.365 7.283 -0.15
H 16.730 10.251 5.605 0.10
H 18.313 9.896 6.184 0.08
H 16.944 9.348 7.112 0.05
H 17.634 11.146 8.185 0.07
C 16.051 16.776 9.453 -0.18
O 15.328 17.411 10.485 -0.13
H 15.464 16.825 8.507 0.07
H 17.085 17.183 9.337 0.08
H 16.093 15.677 9.497 0.06
H 15.879 17.698 11.227 0.06
C 11.727 12.273 14.859 -0.13
O 12.059 12.380 13.468 -0.17
H 11.783 13.206 15.368 0.06
H 10.645 11.943 14.898 0.10
H 12.374 11.507 15.324 0.08
H 13.044 12.558 13.555 0.07
C 14.281 15.974 5.209 -0.14
O 14.323 15.490 6.541 -0.17
H 14.906 16.881 5.060 0.08
H 14.540 15.229 4.431 0.08
H 13.232 16.152 4.965 0.08
H 15.226 15.159 6.709 0.01
C 13.447 12.354 7.485 -0.08
O 12.852 13.560 8.038 -0.15
H 14.574 12.464 7.386 0.09
H 13.313 11.624 8.273 0.06
H 13.027 12.139 6.544 0.07
H 13.270 14.321 7.590 0.06
C 10.943 16.136 14.911 -0.10
O 11.811 15.337 14.089 -0.17
H 10.485 16.933 14.319 0.08
H 10.240 15.514 15.457 0.08
H 11.703 16.606 15.616 0.10
H 11.345 14.817 13.437 0.05
C 12.770 18.286 12.296 -0.18
O 13.100 17.595 13.442 -0.16
H 11.670 18.504 12.367 0.10
H 13.339 19.183 12.285 0.07
H 13.079 17.855 11.307 0.07
H 12.764 16.663 13.277 0.07
C 10.313 10.741 8.001 -0.08
O 10.891 9.630 7.184 -0.17
H 11.062 11.203 8.625 0.05
H 9.893 11.419 7.273 0.08
H 9.488 10.285 8.605 0.09
H 10.250 9.410 6.477 0.09
C 14.797 15.312 15.333 -0.12
O 15.297 16.133 14.299 -0.13
H 14.398 14.385 14.978 0.04
H 15.659 15.036 16.038 0.11
H 14.060 15.857 15.908 0.08
H 14.600 16.703 13.924 0.06
C 18.162 19.657 11.881 -0.14
O 17.818 18.283 11.724 -0.15
H 19.130 19.914 11.541 0.05
H 17.428 20.275 11.296 0.09
H 18.113 19.977 12.911 0.07
H 17.855 17.790 12.561 0.02
C 16.697 20.219 6.402 -0.17
O 15.321 19.945 6.458 -0.10
H 16.722 21.183 5.999 0.06
H 17.131 20.260 7.431 0.09
H 17.319 19.538 5.821 0.07
H 15.224 19.149 6.966 0.05
C 17.815 15.043 6.931 -0.03
O 16.568 14.221 6.806 -0.16
H 17.563 15.830 7.694 0.07
H 18.646 14.410 7.241 0.08
H 18.074 15.371 5.959 0.06
H 16.814 13.294 6.863 0.04
C 12.440 15.241 10.374 -0.14
O 11.965 13.929 10.331 -0.16
H 11.637 15.768 10.931 0.08
H 13.390 15.319 10.941 0.08
H 12.521 15.731 9.382 0.10
H 12.247 13.543 9.497 0.01
C 14.892 12.119 15.808 -0.11
O 14.621 12.156 14.403 -0.17
H 14.833 11.052 16.042 0.10
H 15.827 12.593 16.023 0.07
H 14.091 12.684 16.202 0.06
H 14.998 11.359 14.014 0.06
C 19.762 11.559 9.857 -0.14
O 18.854 10.435 9.812 -0.17
H 20.149 11.582 8.803 0.08
H 19.232 12.533 9.928 0.08
H 20.561 11.369 10.615 0.09
H 18.364 10.404 10.658 0.04
C 18.617 15.846 14.267 -0.14
O 17.763 16.954 14.015 -0.14
H 19.414 15.760 13.485 0.09
H 19.150 16.003 15.187 0.06
H 18.135 14.808 14.399 0.10
H 16.849 16.647 13.973 0.03
C 15.355 13.080 11.036 -0.10
O 14.169 12.423 11.512 -0.16
H 16.240 12.573 11.407 0.07
H 15.484 12.977 9.927 0.09
H 15.339 14.138 11.349 0.08
H 13.299 12.692 11.119 0.07
C 13.828 8.814 12.615 -0.08
O 14.843 9.862 12.530 -0.19
H 13.314 8.705 11.640 0.06
H 14.337 7.916 12.948 0.08
H 13.052 9.220 13.339 0.10
H 14.515 10.564 11.898 0.08
C 17.996 8.406 12.847 -0.11
O 17.693 9.688 12.250 -0.15
H 17.278 7.657 12.657 0.06
H 18.968 8.023 12.463 0.09
H 18.156 8.566 13.945 0.09
H 16.749 9.700 12.159 0.02
C 14.159 8.796 8.669 -0.20
O 12.945 8.685 9.262 -0.12
H 14.289 8.111 7.847 0.08
H 14.465 9.805 8.333 0.07
H 14.877 8.588 9.465 0.08
H 12.200 8.819 8.641 0.07
C 8.779 13.399 12.732 -0.13
O 9.673 14.023 11.796 -0.15
H 8.495 12.476 12.242 0.07
H 9.301 13.054 13.610 0.04
H 7.931 14.079 12.919 0.09
H 10.293 13.337 11.498 0.03
```

=====

# 4
One molecule with the formula C6H11NS at a distorted geometry, computed with the ωB97M-V functional and the def2-TZVPD basis.

## Properties
Energy ... -18724.60013 eV
Relative energy (zero: lowest compared OMol25 entry of this formula, charge and spin) ... 20.62 kcal per mole
SMILES ... S[C@]12CCC[C@H]1NC2
Frontier orbital gap ... 9.64 eV
F_max ... 0.035 Eh/bohr

Structure (XYZ):
```
19
Properties=species:S:1:pos:R:3:lowdin_charge:R:1
S 2.388 -0.638 -0.657 0.80
C 0.896 0.032 0.100 -0.72
C 0.018 -0.916 0.935 -0.17
C -1.032 -1.489 -0.062 -0.17
C -1.426 -0.243 -0.852 -0.14
C -0.138 0.503 -0.985 -0.35
N -0.081 1.863 -0.446 0.01
C 0.929 1.497 0.543 -0.21
H 3.074 -0.565 0.468 -0.14
H -0.518 -0.305 1.729 0.13
H 0.565 -1.738 1.439 0.11
H -0.579 -2.262 -0.638 0.10
H -1.913 -1.894 0.423 0.11
H -1.830 -0.502 -1.816 0.11
H -2.194 0.320 -0.331 0.12
H 0.309 0.482 -1.953 0.12
H -0.944 2.199 0.007 0.11
H 1.835 2.056 0.518 0.09
H 0.641 1.600 1.578 0.10
```